1.
{"formula": "C33H30ClN7S3Ta", "method": "ωB97M-V/def2-TZVPD", "charge": 1, "e_above_lowest_ev": 31.761, "homo_lumo_gap_ev": [5.28, 5.28], "homo_energy_ev": [-9.43, -9.43], "symbols": ["Ta", "C", "C", "C", "C", "C", "N", "C", "C", "C", "C", "C", "C", "C", "N", "C", "C", "C", "N", "C", "C", "N", "C", "C", "C", "N", "H", "H", "H", "H", "H", "H", "H", "H", "H", "H", "H", "H", "H", "H", "H", "H", "H", "H", "S", "C", "S", "S", "N", "C", "C", "C", "C", "C", "N", "H", "H", "H", "H", "H", "H", "Cl", "C", "C", "C", "C", "C", "C", "C", "H", "H", "H", "H", "H", "H"], "positions_angstrom": [[-0.59, 1.32, 0.35], [-0.41, -4.78, 3.90], [-0.23, -3.70, 2.86], [-0.80, -3.80, 1.60], [-0.65, -2.78, 0.68], [0.09, -1.64, 0.96], [0.21, -0.57, 0.02], [0.99, -0.87, -1.17], [1.10, -2.14, -1.70], [1.69, -2.40, -2.94], [2.19, -1.39, -3.73], [2.73, -1.64, -5.11], [2.23, -0.11, -3.17], [1.74, 0.15, -1.92], [2.07, 1.50, -1.31], [2.75, 2.71, -2.35], [1.96, 3.77, -2.92], [0.56, 3.95, -2.40], [0.98, 2.15, -1.22], [0.69, -1.55, 2.22], [0.49, -2.55, 3.16], [1.51, -0.45, 2.57], [2.45, -0.42, 3.54], [3.07, 0.80, 3.50], [2.44, 1.47, 2.45], [1.50, 0.72, 1.89], [-0.96, -5.62, 3.50], [0.56, -5.14, 4.24], [-0.94, -4.39, 4.77], [-1.36, -4.69, 1.33], [-1.14, -2.86, -0.28], [0.72, -2.98, -1.15], [1.73, -3.42, -3.30], [2.82, -2.70, -5.31], [2.06, -1.21, -5.86], [3.70, -1.17, -5.25], [2.70, 0.69, -3.74], [3.81, 2.55, -2.53], [2.42, 4.49, -3.58], [0.30, 5.00, -2.52], [0.91, -2.45, 4.15], [2.65, -1.27, 4.17], [3.87, 1.15, 4.13], [2.63, 2.47, 2.09], [-2.06, 5.36, 0.08], [-1.69, 3.65, 1.23], [0.29, 3.76, 1.55], [-0.85, 3.81, -0.22], [-2.94, -1.06, 1.37], [-2.41, -0.42, 2.42], [-2.87, -0.77, 3.71], [-2.41, -0.09, 4.80], [-1.51, 0.97, 4.60], [-1.09, 1.25, 3.34], [-1.49, 0.54, 2.22], [-3.56, -1.83, 1.52], [-2.57, -0.90, 0.44], [-3.59, -1.57, 3.81], [-2.75, -0.34, 5.79], [-1.16, 1.58, 5.42], [-0.41, 2.07, 3.17], [-0.07, 2.96, -1.46], [-1.04, 2.26, -2.35], [-1.38, 2.53, -3.73], [-1.42, 1.47, -4.58], [-1.50, 0.12, -4.10], [-1.73, -0.13, -2.79], [-1.71, 0.98, -1.87], [-2.65, 1.29, -0.72], [-1.33, 3.55, -4.08], [-1.44, 1.65, -5.65], [-1.49, -0.69, -4.82], [-1.94, -1.12, -2.41], [-3.48, 0.59, -0.62], [-3.00, 2.31, -0.70]], "lowdin_charge": [1.530, -0.035, -0.261, -0.027, -0.062, -0.260, -0.117, -0.176, -0.027, -0.034, -0.273, -0.039, -0.002, -0.104, 0.025, 0.054, -0.014, -0.353, -0.461, -0.121, 0.024, -0.055, -0.034, -0.025, -0.158, -0.004, 0.080, 0.088, 0.085, 0.119, 0.118, 0.093, 0.117, 0.079, 0.084, 0.084, 0.112, 0.080, 0.105, 0.113, 0.119, 0.125, 0.107, 0.079, 0.555, -0.760, 0.545, -0.080, 0.174, -0.347, -0.003, -0.035, -0.045, -0.159, -0.037, 0.124, 0.059, 0.121, 0.120, 0.115, 0.029, 0.386, -0.426, -0.030, -0.052, -0.067, -0.069, -0.312, -0.144, 0.121, 0.112, 0.109, 0.113, 0.058, 0.044]}

=====

2.
{"formula": "C7H20AgO7", "method": "ωB97M-V/def2-TZVPD", "charge": -2, "spin_multiplicity": 2, "homo_lumo_gap_ev": [4.48, 4.18], "homo_energy_ev": [0.35, 0.65], "s_squared": 0.7605, "symbols": ["Ag", "O", "C", "C", "O", "H", "H", "H", "H", "O", "C", "C", "O", "H", "H", "H", "H", "C", "O", "H", "H", "H", "H", "C", "O", "H", "H", "H", "H", "C", "O", "H", "H", "H", "H"], "positions_angstrom": [[-0.18, 0.22, -0.38], [-3.24, -3.13, 2.81], [-2.09, -2.41, 3.23], [-1.75, -0.99, 2.52], [-1.27, -1.05, 1.22], [-1.21, -3.05, 3.19], [-2.16, -2.04, 4.25], [-1.17, -0.33, 3.17], [-2.63, -0.35, 2.42], [-1.73, -0.75, -1.84], [-1.85, 0.19, -2.89], [-0.59, 1.06, -3.21], [0.38, 1.48, -2.24], [-2.66, 0.91, -2.76], [-2.26, -0.19, -3.82], [-0.93, 1.93, -3.77], [0.12, 0.50, -3.83], [-0.09, 2.77, 1.26], [-1.01, 2.26, 0.37], [0.24, 2.09, 2.04], [0.82, 2.99, 0.69], [-0.44, 3.73, 1.65], [-1.60, 2.94, 0.04], [1.75, -2.20, -2.17], [1.34, -1.81, -0.90], [1.16, -1.66, -2.90], [2.77, -1.82, -2.17], [1.76, -3.28, -2.36], [1.70, -2.46, -0.29], [2.84, 0.78, 1.45], [2.07, 0.63, 0.25], [3.17, 1.81, 1.55], [2.30, 0.58, 2.37], [3.74, 0.16, 1.47], [2.72, 0.47, -0.44]], "mulliken_spin": [0.100, 0.128, 0.116, 0.030, 0.587, -0.008, 0.004, -0.011, 0.001, 0.047, -0.003, -0.006, 0.010, 0.000, 0.004, 0.001, 0.001, -0.003, -0.002, 0.001, 0.000, 0.000, 0.000, -0.002, 0.005, -0.001, 0.000, 0.000, -0.001, 0.000, 0.001, 0.000, 0.000, 0.000, -0.001]}

=====

3.
{"formula": "C5H10NO", "method": "ωB97M-V/def2-TZVPD", "charge": 1, "e_above_lowest_ev": 3.618, "spin_multiplicity": 3, "homo_lumo_gap_ev": [6.70, 9.92], "homo_energy_ev": [-9.84, -16.68], "s_squared": 2.0063, "symbols": ["C", "C", "C", "C", "C", "N", "O", "H", "H", "H", "H", "H", "H", "H", "H", "H", "H"], "positions_angstrom": [[-1.16, 0.57, 1.25], [-0.39, 1.63, 1.43], [0.95, 0.61, -0.15], [2.18, -0.24, 0.03], [-1.50, -0.39, -0.90], [-0.61, -0.29, 0.24], [0.78, 1.61, 0.71], [-2.00, 0.43, 1.87], [-0.54, 2.54, 2.10], [0.75, 0.75, -1.35], [2.25, -0.58, 0.98], [2.93, 0.41, -0.09], [2.13, -1.14, -0.52], [-1.84, -1.35, -1.04], [-2.37, 0.30, -0.66], [-1.13, -0.02, -1.78], [-0.36, -1.29, 0.50]], "mulliken_spin": [0.800, 0.893, 0.047, -0.003, 0.061, -0.005, 0.161, 0.010, 0.008, 0.008, 0.004, -0.001, 0.003, -0.007, -0.007, -0.001, 0.028]}

=====

4.
{"formula": "C4H8O2", "method": "ωB97M-V/def2-TZVPD", "e_above_lowest_ev": 4.688, "smiles": "C[C@@H]1C[C@H]1OO", "homo_lumo_gap_ev": 10.45, "homo_energy_ev": -9.51, "symbols": ["C", "C", "C", "C", "O", "O", "H", "H", "H", "H", "H", "H", "H", "H"], "positions_angstrom": [[-1.68, -0.38, 0.35], [-0.28, 0.15, 0.43], [0.28, 1.41, -0.52], [0.67, 0.01, -0.68], [2.00, -0.20, -0.36], [1.99, -1.62, 0.12], [-2.04, -0.39, -0.68], [-1.73, -1.41, 0.73], [-2.38, 0.22, 0.95], [0.14, 0.24, 1.43], [0.92, 2.10, 0.01], [-0.30, 1.88, -1.32], [0.31, -0.52, -1.56], [2.07, -1.49, 1.08]], "lowdin_charge": [-0.077, -0.218, 0.005, -0.427, -0.064, -0.019, 0.080, 0.078, 0.075, 0.132, 0.094, 0.094, 0.158, 0.091]}

=====

- What is the formula in the first record?
  C33H30ClN7S3Ta